ORCA calculation (ωB97M-V with the def2-TZVPD basis set) on a molecular structure, C23H44N6O7PSSiY.

XYZ file:
```
84
Properties=species:S:1:pos:R:3
Y -0.05397 0.15064 0.17625
N -1.88464 -1.35310 1.10458
C -2.55613 -0.89336 2.32373
C -2.80398 0.60212 2.21800
N -1.52612 1.26855 1.95479
H -2.51226 -1.43028 0.31134
H -1.43869 -2.25312 1.23074
H -1.87876 -1.08173 3.15933
H -3.49599 -1.41604 2.52100
H -3.29336 0.95886 3.12891
H -3.46816 0.80874 1.37624
H -0.92018 1.23818 2.77119
H -1.64409 2.23813 1.68388
N 1.26957 4.67408 -6.85255
C 1.22249 4.17180 -5.56114
C 1.12251 5.04144 -4.46884
C 1.12150 4.54859 -3.18174
C 1.22382 3.17958 -2.97294
C 1.33697 2.30422 -4.04080
C 1.33706 2.79865 -5.33036
S 1.14995 2.57451 -1.33647
O 1.69370 1.20568 -1.33644
O 1.76606 3.52657 -0.46562
N -0.37016 2.33269 -0.86203
C -1.45477 2.10934 -1.64579
N -1.74025 2.84323 -2.73057
C -2.84977 2.52690 -3.38059
C -3.71110 1.51260 -2.98313
C -3.33537 0.81556 -1.85284
N -2.22290 1.09050 -1.18426
H 0.87326 5.58938 -6.98547
H 1.03222 4.02816 -7.58668
H 1.05281 6.10898 -4.64079
H 1.04547 5.21560 -2.33354
H 1.42995 1.24424 -3.85439
H 1.43452 2.11909 -6.16898
H -3.06549 3.12366 -4.26154
H -4.61339 1.28045 -3.52777
H -3.93981 -0.00306 -1.47332
C 0.58478 -3.84583 1.14801
C 1.63589 -2.96295 1.80259
C 2.09484 -3.57372 3.11897
C 2.79843 -2.71896 0.84808
O 0.95142 -1.69286 2.04929
P 1.62360 -0.41596 2.83505
O 2.97009 -0.65043 3.36332
O 1.36188 0.68488 1.82170
O 0.48703 -0.24239 3.96984
C 0.73629 0.31870 5.28805
C 1.51849 1.62118 5.16542
C 1.48185 -0.69895 6.14165
C -0.65342 0.57415 5.85130
H 1.02067 -4.81132 0.88848
H 0.21678 -3.37707 0.23398
H -0.24254 -4.02694 1.84078
H 2.48042 -4.57779 2.93554
H 1.25229 -3.64972 3.81026
H 2.87456 -2.96886 3.57637
H 3.30482 -3.65785 0.62249
H 3.51377 -2.03157 1.29960
H 2.42455 -2.29179 -0.08564
H 2.51151 1.42899 4.75815
H 1.62544 2.08558 6.14600
H 1.00049 2.31853 4.50373
H 2.46086 -0.90404 5.71233
H 0.91405 -1.63021 6.19079
H 1.60612 -0.31360 7.15479
H -1.19341 1.30075 5.23926
H -0.57735 0.96805 6.86541
H -1.22500 -0.35522 5.88040
C 0.63321 -3.76508 -2.73549
Si -0.40583 -2.20414 -2.67021
C -2.21303 -2.70496 -2.84778
C 0.04906 -1.14283 -4.14640
O -0.19322 -1.42233 -1.27733
H 0.56574 -4.24878 -3.71369
H 0.31333 -4.49170 -1.98443
H 1.68485 -3.53049 -2.54921
H -2.38430 -3.33310 -3.72568
H -2.85187 -1.82221 -2.94446
H -2.54092 -3.26877 -1.96863
H -0.16601 -1.65117 -5.09011
H 1.11922 -0.91971 -4.12442
H -0.50198 -0.19755 -4.13960
```

## Properties
Kohn-Sham gap	8.67	eV
HOMO energy	-0.30765	Eh
ΔE to the lowest compared entry with this formula, charge and spin	10.6	kcal/mol
E_LUMO	0.01109	Ha

Löwdin population analysis, charges in e, atoms 1 to 6: number 1, Y, carries 1.515; number 2, N, carries -0.025; number 3, C, carries -0.228; number 4, C, carries -0.242; number 5, N, carries -0.025; number 6, H, carries 0.081

ORCA calculation (ωB97M-V with the def2-TZVPD basis set) on a molecular structure, C3H6S.

XYZ file:
```
10
Properties=species:S:1:pos:R:3
C -0.96228 0.42684 -1.71362
C 0.55672 0.04807 1.88539
C -0.17458 -0.49746 0.90465
S 0.39089 0.21332 -2.53883
H -0.80018 0.23116 -0.17089
H -1.69005 -0.24152 -2.18181
H 0.92847 -0.74312 2.56411
H 0.81759 0.99227 2.05179
H -0.32844 -1.57604 1.00891
H 1.26187 1.14649 -1.80970
```

## Properties
Kohn-Sham gap	7.88	eV
HOMO energy	-0.30682	Eh
ΔE to the lowest compared entry with this formula, charge and spin	117.4	kcal/mol
E_LUMO	-0.01723	Ha

natural (NBO) population analysis, charges in e, atoms 1 to 6: number 1, C, carries -0.525; number 2, C, carries -0.431; number 3, C, carries -0.375; number 4, S, carries 0.289; number 5, H, carries 0.210; number 6, H, carries 0.176

ORCA calculation (ωB97M-V with the def2-TZVPD basis set) on 2 unconnected molecules or ions with the total composition C42H52N4O4S.

XYZ file:
```
103
Properties=species:S:1:pos:R:3
C 1.61430 -2.51123 -2.48140
C 2.39296 -1.22610 -2.70160
C 3.59808 -1.23554 -1.75749
C 2.91716 -1.25225 -4.14373
C 1.57500 0.08453 -2.50361
C 2.31679 1.25815 -2.68388
C 1.70550 2.50538 -2.62454
C 0.32667 2.59642 -2.44169
C -0.49350 1.46335 -2.41720
C -2.01164 1.68917 -2.77302
C -3.03731 1.05533 -1.84083
C -2.23548 1.21933 -4.21241
C -2.37103 3.18188 -2.70082
C 0.18945 0.20323 -2.21984
N -0.44713 -0.84540 -1.48068
C -1.62338 -1.50859 -1.78170
C -2.13288 -2.00927 -0.63909
N -1.22169 -1.76928 0.38456
C -1.49994 -2.03409 1.77170
C -1.58677 -0.96732 2.72255
C -1.79420 0.57130 2.43956
C -1.22859 1.41915 3.58996
C -3.30254 0.81306 2.30141
C -1.14690 1.13296 1.19642
C -1.70906 -1.31198 4.07584
C -2.07457 -2.59411 4.46574
C -2.21565 -3.57355 3.49656
C -1.80636 -3.36530 2.17167
C -1.75935 -4.71460 1.36474
C -0.98092 -5.75889 2.18677
C -1.07646 -4.71431 0.00912
C -3.20111 -5.21442 1.20019
C -0.10557 -1.17595 -0.17066
C 1.04729 -0.73286 0.45322
C 1.49898 -1.27426 1.71606
C 1.35867 -2.65100 1.99627
C 1.56917 -3.14185 3.27504
C 1.97218 -2.27010 4.29307
C 2.22550 -0.92599 4.00318
C 2.03605 -0.43205 2.71842
H 0.74402 -2.58541 -3.14081
H 2.27069 -3.36599 -2.68239
H 1.30390 -2.59620 -1.43458
H 4.26864 -0.39347 -1.95298
H 3.26352 -1.18269 -0.71718
H 4.16954 -2.16331 -1.89557
H 3.52829 -0.37438 -4.36377
H 3.52988 -2.14575 -4.31502
H 2.07444 -1.27896 -4.84345
H 3.39644 1.21654 -2.85892
H 2.30142 3.41069 -2.70370
H -0.08853 3.60026 -2.33333
H -2.78617 1.25632 -0.79529
H -4.01414 1.52099 -2.02370
H -3.19404 -0.01092 -2.01235
H -1.60610 1.80743 -4.89227
H -1.97798 0.16153 -4.33985
H -3.28228 1.36462 -4.51311
H -1.85349 3.76961 -3.46174
H -3.44752 3.31209 -2.86377
H -2.14561 3.57796 -1.70478
H -1.99101 -1.56741 -2.79875
H -3.08146 -2.48451 -0.43349
H -0.21258 1.08655 3.84155
H -1.16090 2.47087 3.27842
H -1.86847 1.38955 4.47992
H -3.69705 0.24621 1.44763
H -3.83855 0.49942 3.20450
H -3.50678 1.87944 2.13015
H -1.45861 0.60154 0.30138
H -1.45924 2.18286 1.06038
H -0.05563 1.13364 1.26459
H -1.59416 -0.56293 4.86096
H -2.26532 -2.82354 5.51447
H -2.59393 -4.55205 3.80108
H -1.46393 -6.00219 3.13678
H -0.89568 -6.69499 1.61864
H 0.03277 -5.39477 2.39567
H -1.70585 -4.31848 -0.78959
H -0.11412 -4.19892 0.04129
H -0.86156 -5.75220 -0.26580
H -3.80200 -4.48654 0.64316
H -3.22360 -6.16510 0.65051
H -3.68122 -5.37967 2.17033
H 1.54880 0.11297 -0.01107
H 1.09335 -3.30729 1.17320
H 1.42781 -4.20595 3.48292
H 2.09434 -2.65132 5.30327
H 2.57893 -0.26303 4.79084
H 2.24748 0.60489 2.45784
O 4.30217 4.01104 0.10882
N 4.42754 5.24995 0.24637
O 5.41759 5.78819 0.77945
C 3.37653 6.06120 -0.24238
C 2.27636 5.45385 -0.89375
S 1.40223 6.56838 -1.80050
C 2.47688 7.86097 -1.23445
N 2.18601 9.22302 -1.54092
O 2.94512 10.10020 -1.07847
O 1.17744 9.44581 -2.24727
C 3.49131 7.45598 -0.40836
H 2.03256 4.40522 -0.85748
H 4.25976 8.09518 0.00886
```

## Properties
Kohn-Sham gap	4.65	eV
HOMO energy	-0.23053	Eh
ΔE to the lowest compared entry with this formula, charge and spin	0.0	kcal/mol
E_LUMO	-0.05954	Ha

Löwdin population analysis, charges in e, atoms 1 to 6: number 1, C, carries -0.051; number 2, C, carries -0.533; number 3, C, carries -0.041; number 4, C, carries -0.049; number 5, C, carries -0.093; number 6, C, carries -0.032

ORCA calculation (ωB97M-V with the def2-TZVPD basis set) on a molecular structure, C27H32N3O8Si2V.

XYZ file:
```
73
Properties=species:S:1:pos:R:3
V -0.31256 -0.55495 0.86623
O -4.14086 -0.51913 2.43483
C -2.80388 -0.61736 2.20580
O -2.33806 -0.26039 1.08478
C -1.93611 -1.07595 3.17750
C -2.27458 -1.37261 4.50873
C -1.31226 -1.73119 5.40308
C 0.02516 -1.84989 4.91515
C 0.33599 -1.62499 3.60095
N -0.61049 -1.16110 2.67840
C 1.61062 -2.17311 3.13839
O 2.62217 -1.82582 3.91733
O 1.69539 -0.42344 1.37037
H -4.52172 -0.18856 1.61095
H -3.31750 -1.30173 4.78948
H -1.54994 -1.97095 6.43004
H 0.79254 -2.25501 5.56366
H 2.35616 -1.14843 4.57650
C 2.14862 -2.48171 -2.21245
Si 2.12630 -2.52875 -0.33973
C 1.23230 -4.07699 0.18899
C 3.87116 -2.48333 0.33516
N 1.34886 -0.99191 0.06887
C 2.18223 0.87307 1.22167
C 3.51972 1.10321 1.43984
C 4.01046 2.39821 1.33161
C 3.12121 3.40990 1.00095
C 1.77311 3.15563 0.79034
C 1.23580 1.85744 0.90137
N -0.08926 1.47263 0.74336
Si -1.24485 2.76078 0.49711
C -3.04565 2.30015 0.27599
C -0.86580 3.68960 -1.10720
C -1.25722 3.92742 1.97898
H 2.65562 -3.36168 -2.61716
H 2.65825 -1.58646 -2.57483
H 1.13038 -2.47190 -2.60850
H 1.70472 -4.95361 -0.26574
H 0.19197 -4.03820 -0.14205
H 1.25475 -4.17803 1.27319
H 4.41396 -3.38534 0.04100
H 3.84708 -2.43873 1.42524
H 4.41733 -1.61667 -0.04493
H 4.15472 0.26283 1.69074
H 5.05855 2.60772 1.49750
H 3.47701 4.42909 0.90509
H 1.13429 3.98990 0.54311
H -3.19695 1.54724 -0.49696
H -3.54637 3.22388 -0.03602
H -3.51111 1.95847 1.19962
H -1.39248 3.18609 -1.92183
H 0.19218 3.72252 -1.36865
H -1.24017 4.71656 -1.06332
H -1.64248 3.37785 2.84240
H -1.93342 4.76644 1.79226
H -0.28185 4.32751 2.25348
O -2.15714 -3.11826 -1.85538
C -1.58127 -2.05909 -1.65465
O -1.03297 -1.72718 -0.54350
C -1.43880 -1.07324 -2.80180
C -0.70641 0.10000 -2.68169
C -0.54683 0.97956 -3.75779
C -1.14929 0.62490 -4.93691
O -1.17810 1.31594 -6.12833
C -1.71419 0.38882 -7.06508
O -2.40067 -0.61903 -6.34024
C -1.88071 -0.54277 -5.06155
C -2.04424 -1.41406 -4.02042
H -0.21838 0.33245 -1.74446
H 0.02971 1.88963 -3.66618
H -0.89221 -0.06479 -7.63439
H -2.41287 0.90334 -7.72240
H -2.60866 -2.33244 -4.09592
```

## Properties
Kohn-Sham gap (alpha / beta)	6.03 / 5.97	eV
HOMO energy (alpha / beta)	-0.12377 / -0.12166	Eh
ΔE to the lowest compared entry with this formula, charge and spin	108.0	kcal/mol
E_LUMO (alpha / beta)	0.09769 / 0.09769	Ha
net charge	-1
⟨S²⟩	0.855
multiplicity	2

Löwdin population analysis, charges in e, atoms 1 to 6: number 1, V, carries 0.989; number 2, O, carries 0.092; number 3, C, carries -0.460; number 4, O, carries -0.095; number 5, C, carries -0.199; number 6, C, carries -0.028

ORCA calculation (ωB97M-V with the def2-TZVPD basis set) on a molecular structure, C20H40DyFIN2O3S.

XYZ file:
```
69
Properties=species:S:1:pos:R:3
C -6.51591 3.66154 -4.81072
N -5.11549 3.89158 -5.04518
C -4.00926 3.38721 -4.14437
N -3.10430 2.37451 -4.59986
C -3.50445 1.02788 -5.02808
I -4.98820 0.24289 -3.66311
C -4.18026 0.95871 -6.44323
C -3.76581 2.00279 -7.44503
O -4.44463 2.86243 -7.83688
F -2.52891 1.88697 -7.89667
C -2.30548 0.06973 -4.91831
S -0.89516 0.74685 -5.85038
O -2.00787 -0.16202 -3.58726
C -1.14676 -1.28216 -3.37485
C -1.46370 -1.94540 -2.03657
C -0.28560 -2.09882 -1.07062
C -0.75067 -2.83042 0.18949
C 0.33955 -3.44528 1.06735
C 1.53200 -2.58307 1.53148
C 1.62290 -2.55241 3.05750
C 2.91075 -1.94900 3.63908
C 2.69538 -1.35320 5.03784
C 3.83590 -1.54247 6.05256
C 4.93605 -0.46499 6.06428
C 5.24091 0.37943 4.82871
C 4.47443 1.72704 4.84669
O 4.26102 2.08822 6.18817
C 3.05435 2.81909 6.43662
H -6.78831 4.31792 -3.96965
H -6.69898 2.62395 -4.54140
H -7.09746 3.96407 -5.67842
H -4.94102 4.82636 -5.40598
H -3.41698 4.27777 -3.93893
H -4.53549 3.06477 -3.24407
H -2.43058 2.75189 -5.26062
H -5.24929 1.12798 -6.33657
H -4.07318 -0.04020 -6.87539
H -2.63525 -0.86295 -5.39323
H -0.37475 -0.44579 -6.14386
H -1.30992 -1.99680 -4.19172
H -0.10081 -0.95793 -3.43037
H -2.28430 -1.39300 -1.57045
H -1.83080 -2.95595 -2.23394
H 0.48740 -2.69589 -1.56910
H 0.15427 -1.12326 -0.83817
H -1.36574 -3.67408 -0.14097
H -1.40666 -2.17652 0.77422
H -0.15000 -3.84713 1.95982
H 0.72892 -4.31367 0.52817
H 2.45787 -3.02650 1.14999
H 1.49699 -1.56257 1.13424
H 0.75286 -2.02133 3.45845
H 1.56669 -3.58918 3.40512
H 3.66000 -2.74781 3.71166
H 3.32018 -1.20962 2.93940
H 1.83984 -1.86039 5.49337
H 2.40798 -0.29906 4.96915
H 3.40423 -1.58341 7.05473
H 4.29544 -2.52112 5.87096
H 5.87353 -1.00706 6.26048
H 4.78945 0.21295 6.92681
H 6.32354 0.63351 4.78598
H 5.03838 -0.19725 3.92533
H 5.08724 2.47986 4.34182
H 3.53620 1.64281 4.28958
H 3.05466 3.77268 5.90676
H 3.01599 3.00536 7.50697
H 2.18749 2.22684 6.13160
Dy 7.31958 -0.73788 7.04953
```

## Properties
Kohn-Sham gap (alpha / beta)	4.44 / 3.36	eV
HOMO energy (alpha / beta)	-0.52733 / -0.52735	Eh
E_LUMO (alpha / beta)	-0.36427 / -0.40378	Ha
net charge	+3
⟨S²⟩	9.773
multiplicity	6

Löwdin population analysis, charges in e, atoms 1 to 6: number 1, C, carries -0.012; number 2, N, carries 0.156; number 3, C, carries -0.180; number 4, N, carries -0.023; number 5, C, carries -0.780; number 6, I, carries 1.112